No. 1
ORCA calculation (ωB97M-V/def2-TZVPD) on 3 unconnected molecules or ions with the total composition C22H41FN6O4P2.

Geometry as XYZ:
```
76
Properties=species:S:1:pos:R:3
O 1.19 3.95 -0.82
C -0.01 3.80 -0.83
C -0.96 4.89 -0.48
C -2.07 4.60 0.19
C -2.32 3.17 0.56
O -2.84 2.84 1.59
C -1.83 2.19 -0.46
C -2.52 1.02 -0.72
C -2.00 0.17 -1.69
F -2.67 -0.95 -1.98
C -0.83 0.45 -2.37
C -0.15 1.62 -2.10
C -0.66 2.50 -1.15
H -0.72 5.91 -0.78
H -2.81 5.35 0.45
H -3.44 0.78 -0.20
H -0.46 -0.24 -3.12
H 0.77 1.89 -2.60
O 5.36 6.61 2.66
P 5.80 5.28 2.12
N 4.47 4.79 1.15
C 3.19 4.49 1.77
C 4.30 5.67 0.00
N 5.97 4.41 3.57
C 5.26 3.18 3.88
C 6.18 5.20 4.78
N 6.95 4.25 1.29
C 8.16 4.97 0.85
C 6.56 3.27 0.29
H 2.49 4.16 1.00
H 2.75 5.36 2.29
H 3.27 3.67 2.47
H 5.24 5.75 -0.56
H 4.00 6.68 0.29
H 3.56 5.25 -0.68
H 4.24 3.37 4.23
H 5.78 2.64 4.67
H 5.23 2.51 3.02
H 5.24 5.59 5.19
H 6.84 6.04 4.59
H 6.66 4.58 5.54
H 7.96 5.61 -0.01
H 8.95 4.26 0.58
H 8.54 5.59 1.66
H 6.29 3.72 -0.67
H 5.73 2.66 0.63
H 7.42 2.61 0.13
O -3.55 -6.59 -3.12
P -4.37 -5.96 -2.03
N -3.79 -6.73 -0.61
C -4.00 -8.15 -0.41
C -2.40 -6.37 -0.35
N -5.93 -6.46 -2.51
C -6.83 -7.23 -1.68
C -6.10 -6.80 -3.92
N -5.00 -4.57 -1.19
C -4.54 -3.29 -1.76
C -5.04 -4.47 0.26
H -3.60 -8.44 0.56
H -3.53 -8.78 -1.18
H -5.06 -8.39 -0.38
H -2.28 -5.28 -0.34
H -1.72 -6.77 -1.11
H -2.09 -6.74 0.63
H -6.59 -8.30 -1.70
H -7.86 -7.11 -2.04
H -6.83 -6.88 -0.65
H -5.77 -7.83 -4.14
H -5.54 -6.13 -4.56
H -7.15 -6.71 -4.19
H -3.49 -3.09 -1.53
H -5.14 -2.46 -1.39
H -4.65 -3.31 -2.85
H -4.06 -4.29 0.72
H -5.46 -5.36 0.71
H -5.69 -3.63 0.52
```

Output
* electronic energy: -61902.70969 eV
* HOMO energy: -0.29718 Ha
* lowest unoccupied orbital energy: -1.20 eV
* charge: 0
* frontier orbital gap: 6.89 eV
* SMILES string: O=C1C=CC(=O)c2cc(F)ccc21.CN(C)P(=O)(N(C)C)N(C)C.CN(C)P(=O)(N(C)C)N(C)C


No. 2
ORCA calculation (ωB97M-V/def2-TZVPD) on 8 unconnected molecules or ions with the total composition C22H41NO15S3.

Geometry as XYZ:
```
82
Properties=species:S:1:pos:R:3
C 0.66 -1.68 -4.86
C 2.07 -1.54 -4.28
O 2.51 -2.87 -4.07
C 1.77 -3.69 -4.91
O 2.18 -4.76 -5.23
O 0.69 -3.06 -5.32
H 0.51 -1.06 -5.73
H -0.13 -1.47 -4.13
H 2.07 -1.01 -3.33
H 2.73 -1.06 -5.01
C 5.82 1.02 2.75
C 5.62 1.73 4.07
O 4.34 1.35 4.54
C 3.63 0.87 3.53
O 2.46 0.70 3.43
O 4.44 0.77 2.42
H 6.29 0.05 2.88
H 6.17 1.71 1.98
H 5.74 2.81 3.93
H 6.37 1.49 4.82
C -2.30 -6.15 4.69
C -2.94 -6.18 3.26
O -2.16 -5.21 2.57
C -1.40 -4.52 3.41
O -0.70 -3.59 3.11
O -1.58 -4.92 4.69
H -1.67 -7.03 4.79
H -3.09 -6.07 5.43
H -4.02 -6.15 3.21
H -2.61 -7.15 2.89
C -0.14 -3.94 -1.95
C -1.40 -4.02 -1.07
O -2.33 -4.79 -1.78
C -1.76 -5.28 -2.88
O -2.37 -5.93 -3.68
O -0.52 -4.84 -3.00
H 0.70 -4.47 -1.48
H 0.10 -2.93 -2.27
H -1.75 -3.00 -0.92
H -1.00 -4.34 -0.10
C -2.86 2.35 -5.11
C -3.06 1.27 -4.00
C -2.11 1.46 -2.80
C -0.82 2.01 -3.09
N 0.21 2.48 -3.32
H -1.86 2.25 -5.53
H -2.93 3.35 -4.68
H -3.67 2.17 -5.82
H -2.87 0.33 -4.51
H -4.11 1.20 -3.74
H -1.92 0.45 -2.41
H -2.60 1.90 -1.93
C 0.40 5.36 4.67
S 2.11 4.64 4.56
O 2.17 3.54 5.56
C 1.74 3.86 2.94
H -0.37 4.59 4.67
H 0.20 6.01 3.82
H 0.46 6.06 5.50
H 1.47 4.65 2.24
H 0.89 3.17 3.07
H 2.53 3.21 2.57
C -3.20 5.76 -0.91
S -2.10 5.40 0.51
O -2.98 5.15 1.70
C -1.48 3.75 0.06
H -2.75 6.39 -1.67
H -3.97 6.37 -0.44
H -3.62 4.86 -1.35
H -2.35 3.09 0.12
H -0.73 3.43 0.78
H -1.03 3.69 -0.93
C 1.00 0.83 -0.11
S -0.21 -0.52 0.14
O -0.39 -0.88 -1.31
C 0.87 -1.61 1.09
H 0.48 1.72 -0.47
H 1.81 0.55 -0.78
H 1.38 1.21 0.84
H 1.80 -1.72 0.51
H 0.34 -2.55 1.21
H 1.21 -1.01 1.94
```

Output
* electronic energy: -88183.07215 eV
* HOMO energy: -0.33413 Ha
* lowest unoccupied orbital energy: 0.31 eV
* charge: 0
* frontier orbital gap: 9.40 eV


No. 3
ORCA calculation (ωB97M-V/def2-TZVPD) on 3 unconnected molecules or ions with the total composition C22H42BBr2ClI2NO9P.

Geometry as XYZ:
```
81
Properties=species:S:1:pos:R:3
C -0.33 2.93 2.59
C -0.71 3.09 1.11
C 0.38 2.74 0.10
O 0.21 1.44 -0.50
C 0.89 0.32 -0.07
O 1.39 0.39 1.21
O 1.90 -0.01 -1.05
C 2.82 0.96 -1.36
Cl 3.01 0.98 -3.16
P 4.59 0.62 -0.75
O 4.20 -0.61 0.25
Br 4.68 2.36 0.71
C -0.08 -0.92 -0.17
I -1.55 -0.59 1.42
C -0.71 -0.95 -1.59
C -2.18 -0.74 -1.97
C -3.25 -1.71 -1.45
Br -2.79 1.12 -1.76
O 0.81 -1.95 0.08
C 0.68 -3.37 0.28
C 2.17 -3.72 0.51
C 3.09 -3.30 -0.60
N 4.35 -3.31 -0.56
C -0.07 -3.76 1.58
C -1.52 -4.25 1.46
C -2.24 -4.16 2.80
I -4.36 -3.91 2.54
B 0.16 -4.30 -0.94
O -1.03 -4.05 -1.57
O 0.91 -5.39 -1.33
C 0.58 -6.69 -0.88
H -1.07 2.33 3.13
H -0.32 3.90 3.09
H 0.65 2.47 2.72
H -0.99 4.13 0.93
H -1.60 2.50 0.87
H 0.32 3.42 -0.75
H 1.38 2.87 0.52
H 2.20 0.92 1.23
H 2.48 1.97 -1.11
H 5.00 -1.04 0.57
H -0.14 -0.24 -2.18
H -0.45 -1.93 -2.01
H -2.18 -0.83 -3.05
H -3.30 -2.56 -2.14
H -4.22 -1.24 -1.45
H -3.03 -2.11 -0.47
H 2.28 -4.79 0.72
H 2.47 -3.18 1.42
H 2.63 -2.94 -1.52
H 4.67 -3.66 0.35
H 0.52 -4.53 2.07
H -0.03 -2.89 2.24
H -1.53 -5.30 1.15
H -2.06 -3.69 0.70
H -1.90 -3.32 3.39
H -2.17 -5.08 3.37
H -1.30 -4.79 -2.13
H 0.86 -6.83 0.17
H 1.12 -7.41 -1.48
H -0.49 -6.90 -0.99
C 4.16 4.46 -3.31
C 2.77 4.84 -2.90
O 2.22 4.33 -1.94
C 2.08 5.89 -3.73
H 4.56 3.70 -2.64
H 4.16 4.07 -4.33
H 4.81 5.34 -3.29
H 2.00 5.56 -4.76
H 2.66 6.82 -3.72
H 1.08 6.08 -3.33
C -4.71 4.67 3.89
C -4.16 4.38 2.51
O -3.26 5.03 2.04
C -4.78 3.23 1.77
H -4.18 5.52 4.33
H -5.78 4.90 3.83
H -4.59 3.80 4.53
H -5.85 3.40 1.63
H -4.67 2.30 2.34
H -4.30 3.11 0.80
```

Output
* electronic energy: -222188.46345 eV
* HOMO energy: -0.32531 Ha
* lowest unoccupied orbital energy: 0.23 eV
* charge: 0
* frontier orbital gap: 9.08 eV
* SMILES string: [H]/N=C\C[C@@](CCCI)(O[C@](I)(C[C@@H](C)Br)[C@](O)(OCCC)O[C@H](Cl)P(O)Br)B(O)OC.CC(C)=O.CC(C)=O


No. 4
ORCA calculation (ωB97M-V/def2-TZVPD) on 3 unconnected molecules or ions with the total composition C22H42BBr2N2O12P.

Geometry as XYZ:
```
82
Properties=species:S:1:pos:R:3
C 6.41 -0.06 2.93
C 5.33 1.09 2.41
C 3.79 0.73 2.90
C 3.21 -0.54 2.01
C 1.58 -0.59 2.14
C 0.92 0.02 0.76
C -0.61 -0.64 0.64
P -0.65 -2.38 -0.10
N 0.89 -2.95 -0.13
O -1.16 -2.31 -1.78
O -1.64 -3.55 0.71
N -1.15 0.21 -0.53
C -2.29 1.15 -0.18
O -2.69 2.10 -1.04
C -2.91 0.76 1.32
C -2.92 2.22 2.05
C -3.82 2.06 3.58
C -5.24 3.06 3.68
O -3.83 3.33 4.49
C -4.39 0.06 1.26
Br -4.41 -1.70 0.23
C -5.48 1.02 0.44
C -7.00 0.87 1.08
Br -5.54 0.26 -1.46
C -1.61 -0.17 1.84
B -1.88 -1.16 3.14
O -1.12 -0.93 4.41
O -2.87 -2.26 3.18
H 7.01 -0.44 2.00
H 5.88 -0.91 3.55
H 7.17 0.49 3.66
H 5.59 2.15 2.91
H 5.38 1.28 1.24
H 3.84 0.52 4.05
H 3.16 1.71 2.74
H 3.65 -1.59 2.37
H 3.60 -0.35 0.90
H 1.25 -1.71 2.28
H 1.21 0.12 3.02
H 0.79 1.18 0.81
H 1.57 -0.29 -0.17
H 1.19 -3.13 -1.13
H -1.20 -3.24 -2.16
H -1.94 -4.20 -0.02
H -0.44 0.53 -1.22
H -3.52 3.06 1.49
H -1.88 2.66 2.33
H -3.88 0.92 4.10
H -6.07 2.81 4.45
H -5.37 3.91 2.87
H -4.83 -0.22 2.32
H -5.15 2.14 0.37
H -7.23 -0.29 1.24
H -7.03 1.44 2.11
H -7.77 1.27 0.30
H -0.96 0.69 2.36
H -0.70 -0.02 4.41
H -2.30 -3.10 3.21
C 1.91 -5.98 -6.89
O 1.24 -4.75 -7.14
C 1.04 -3.98 -6.03
O 1.38 -4.26 -4.90
O 0.39 -2.85 -6.41
C 0.11 -1.95 -5.35
H 2.02 -6.51 -7.84
H 2.91 -5.79 -6.48
H 1.33 -6.61 -6.20
H 1.04 -1.60 -4.88
H -0.54 -2.42 -4.60
H -0.41 -1.08 -5.77
C 5.28 3.88 -1.19
O 4.28 4.07 -2.19
C 3.13 3.39 -1.98
O 2.90 2.65 -1.03
O 2.28 3.66 -3.00
C 1.02 3.00 -2.91
H 6.15 4.48 -1.46
H 4.91 4.23 -0.22
H 5.58 2.83 -1.14
H 0.49 3.31 -2.01
H 1.15 1.91 -2.93
H 0.43 3.29 -3.78
```

Output
* electronic energy: -201086.67778 eV
* HOMO energy: -0.31495 Ha
* lowest unoccupied orbital energy: -0.06 eV
* charge: 0
* frontier orbital gap: 8.51 eV


No. 5
ORCA calculation (ωB97M-V/def2-TZVPD) on 4 unconnected molecules or ions with the total composition C22H42BN4O2S.

Geometry as XYZ:
```
72
Properties=species:S:1:pos:R:3
C 10.21 1.46 -0.43
C 8.67 0.96 -0.29
C 8.24 -0.04 -1.47
C 7.69 -1.47 -0.91
C 6.16 -1.76 -1.37
C 5.11 -1.52 -0.19
C 3.61 -1.99 -0.56
C 2.82 -2.19 0.82
C 1.25 -2.45 0.66
C 0.37 -1.14 0.42
C -1.22 -1.48 0.38
C -1.96 -0.33 -0.45
B -3.58 -0.23 -0.21
S -4.07 -0.24 1.66
C -4.06 1.28 -0.75
C -3.85 1.50 -2.31
N -2.71 1.50 -2.96
C -4.43 -1.47 -0.89
C -5.89 -1.07 -1.36
O -6.17 -0.67 -2.52
O -7.03 -1.20 -0.49
H 10.31 2.42 0.17
H 10.46 1.72 -1.52
H 10.94 0.70 -0.01
H 8.02 1.91 -0.27
H 8.59 0.39 0.70
H 7.44 0.45 -2.13
H 9.18 -0.20 -2.12
H 7.84 -1.57 0.21
H 8.34 -2.26 -1.45
H 6.11 -2.85 -1.70
H 5.92 -1.12 -2.30
H 5.15 -0.44 0.19
H 5.48 -2.16 0.70
H 3.73 -3.03 -1.04
H 3.10 -1.25 -1.28
H 3.09 -1.32 1.50
H 3.26 -3.13 1.31
H 1.00 -3.25 -0.12
H 0.89 -2.89 1.66
H 0.57 -0.40 1.28
H 0.68 -0.58 -0.53
H -1.54 -1.56 1.47
H -1.30 -2.50 -0.12
H -1.77 -0.57 -1.56
H -1.49 0.69 -0.20
H -4.04 1.12 1.98
H -5.15 1.47 -0.45
H -3.39 2.02 -0.19
H -4.80 1.70 -2.93
H -2.94 1.68 -3.96
H -3.89 -1.95 -1.76
H -4.57 -2.25 -0.05
H -6.73 -1.32 0.43
C -5.83 4.22 0.82
C -5.01 3.72 1.92
N -4.37 3.32 2.79
H -6.65 3.54 0.58
H -6.27 5.20 1.05
H -5.24 4.35 -0.09
C -0.94 5.78 1.91
C -2.31 6.04 1.48
N -3.39 6.24 1.15
H -0.77 6.09 2.94
H -0.69 4.72 1.85
H -0.22 6.32 1.29
C -8.08 -4.68 1.61
C -6.79 -3.99 1.58
N -5.77 -3.44 1.56
H -8.52 -4.75 0.62
H -7.98 -5.69 2.00
H -8.80 -4.15 2.25
```

Output
* electronic energy: -45061.18268 eV
* HOMO energy: -0.15789 Ha
* lowest unoccupied orbital energy: 2.45 eV
* charge: -1
* frontier orbital gap: 6.74 eV


No. 6
ORCA calculation (ωB97M-V/def2-TZVPD) on a molecular structure, C22H42BaCl3N2O3SSi.

Geometry as XYZ:
```
75
Properties=species:S:1:pos:R:3
C 0.89 -0.47 -3.61
C 1.31 0.95 -3.40
H 0.53 -0.66 -4.62
H 0.10 -0.74 -2.89
H 1.73 -1.16 -3.42
C 1.22 1.94 -4.30
C 0.65 1.80 -5.67
H 1.59 2.94 -4.05
H 0.24 0.80 -5.84
H 1.43 1.99 -6.42
H -0.15 2.52 -5.87
Ba -0.07 -0.41 0.82
Cl 2.77 -1.00 1.00
Cl -1.90 -2.13 -0.71
H -0.48 -1.52 6.96
H 0.49 -3.90 6.04
C -1.08 -1.53 6.04
C -0.18 -3.70 5.19
N -0.37 -2.27 5.01
H -1.25 -0.51 5.69
C 0.05 -1.66 3.89
O -0.23 -0.47 3.58
H 0.27 -4.10 4.27
H 0.67 -2.29 3.23
H -2.03 -2.02 6.27
H -1.14 -4.20 5.38
H -1.74 0.85 -2.43
H -1.06 3.44 -2.75
C -2.54 1.21 -1.76
C -1.97 3.59 -2.14
N -2.15 2.50 -1.20
H -2.71 0.47 -0.98
C -1.84 2.65 0.10
O -1.77 1.72 0.93
H -1.88 4.53 -1.58
H -1.65 3.70 0.39
H -3.45 1.36 -2.36
H -2.83 3.64 -2.81
O 0.64 1.20 -1.18
C 1.73 1.26 -1.96
C 2.03 3.76 -1.37
C 2.59 2.55 -1.76
H 0.95 3.81 -1.18
C 2.84 4.90 -1.19
H 2.39 0.42 -1.68
C 3.97 2.49 -1.98
H 2.36 5.84 -0.88
C 4.22 4.83 -1.41
C 4.78 3.62 -1.82
H 4.41 1.54 -2.30
H 4.83 5.72 -1.26
H 5.86 3.56 -2.00
Si -3.26 -5.71 -0.56
Cl -2.97 -5.19 -2.56
C -4.59 -4.55 0.07
C -1.56 -5.52 0.17
C -3.86 -7.50 -0.38
H -4.26 -3.51 -0.11
H -4.76 -4.69 1.14
H -5.53 -4.72 -0.46
H -4.85 -7.65 -0.85
H -3.96 -7.77 0.68
H -3.15 -8.20 -0.84
H -1.19 -4.49 0.01
H -0.87 -6.22 -0.31
H -1.57 -5.72 1.25
C 2.87 4.33 2.63
S 1.79 2.93 2.34
C 2.29 1.90 3.72
H 2.97 4.87 1.68
H 3.85 3.99 2.96
H 2.41 4.99 3.38
H 3.24 2.26 4.15
H 1.49 1.95 4.48
H 2.40 0.88 3.36
```

Output
* electronic energy: -89600.81835 eV
* HOMO energy: -0.16389 Ha
* lowest unoccupied orbital energy: 1.96 eV
* charge: -1
* frontier orbital gap: 6.42 eV